{
  "formula": "C48H41N7NiP2S3",
  "method": "ωB97M-V/def2-TZVPD",
  "elements": ["Ni", "N", "C", "C", "C", "C", "C", "C", "N", "C", "C", "C", "S", "C", "N", "H", "H", "H", "H", "H", "H", "H", "C", "S", "C", "C", "C", "N", "P", "C", "C", "C", "C", "C", "C", "C", "C", "C", "C", "C", "C", "P", "C", "C", "C", "C", "C", "C", "C", "C", "C", "C", "C", "C", "H", "H", "H", "H", "H", "H", "H", "H", "H", "H", "H", "H", "H", "H", "H", "H", "H", "H", "H", "H", "H", "H", "H", "H", "H", "H", "H", "H", "H", "S", "C", "C", "C", "C", "C", "C", "H", "H", "H", "H", "H", "N", "C", "C", "C", "N", "C", "N"],
  "coordinates": [[-3.498, -2.469, 0.635], [-3.273, -4.701, -2.427], [-3.375, -5.858, -1.618], [-3.590, -7.199, -1.960], [-3.718, -8.027, -0.841], [-3.655, -7.596, 0.466], [-3.460, -6.245, 0.837], [-3.384, -5.355, -0.232], [-3.257, -3.981, -0.303], [-3.249, -3.574, -1.624], [-3.111, -2.187, -1.982], [-3.681, -1.492, -3.052], [-3.764, 0.221, -2.766], [-2.784, 0.051, -1.260], [-2.531, -1.430, -0.953], [-3.478, -4.620, -3.424], [-3.597, -7.564, -2.980], [-3.814, -9.114, -0.961], [-3.725, -8.433, 1.208], [-3.495, -5.825, 1.878], [-4.116, -1.960, -3.862], [-3.238, 0.499, -0.333], [2.932, 3.468, -4.520], [3.913, 3.910, -3.071], [2.670, 4.738, -2.116], [2.282, 3.913, -0.868], [1.412, 2.733, -1.206], [0.871, 1.990, 0.005], [2.005, 1.090, 0.890], [3.559, 1.933, 1.539], [4.793, 1.373, 1.250], [5.896, 1.648, 2.118], [5.805, 2.797, 2.851], [4.587, 3.428, 3.128], [3.424, 2.985, 2.479], [0.960, 0.661, 2.319], [0.772, -0.696, 2.613], [0.202, -1.124, 3.844], [-0.411, -0.171, 4.664], [-0.343, 1.205, 4.321], [0.307, 1.613, 3.137], [-0.809, 1.641, 0.099], [-1.485, 3.255, -0.500], [-0.975, 4.406, 0.107], [-1.480, 5.673, -0.128], [-2.617, 5.830, -1.000], [-3.079, 4.728, -1.667], [-2.652, 3.428, -1.295], [-1.236, 0.346, -1.389], [-0.762, 0.688, -2.741], [-0.181, -0.192, -3.555], [0.341, -1.435, -3.043], [-0.049, -1.946, -1.864], [-0.890, -1.133, -0.943], [2.579, 4.304, -5.138], [1.979, 2.897, -4.162], [3.462, 2.745, -5.117], [1.792, 5.069, -2.668], [3.148, 5.689, -1.792], [1.773, 4.563, -0.177], [3.156, 3.676, -0.261], [1.980, 1.967, -1.795], [0.541, 2.998, -1.872], [4.896, 0.769, 0.369], [6.838, 1.014, 2.065], [6.679, 3.322, 3.172], [4.595, 4.260, 3.859], [2.412, 3.311, 2.757], [1.099, -1.455, 1.854], [0.269, -2.189, 4.053], [-0.940, -0.530, 5.625], [-0.893, 1.953, 4.869], [0.390, 2.652, 2.896], [-0.146, 4.282, 0.773], [-1.049, 6.588, 0.285], [-3.050, 6.812, -1.175], [-3.808, 4.905, -2.469], [-3.210, 2.593, -1.777], [-1.032, 1.737, -3.040], [-0.300, 0.016, -4.628], [1.110, -1.974, -3.497], [0.201, -3.008, -1.586], [-0.826, -1.319, 0.135], [2.458, -0.421, -0.463], [3.482, -1.812, 0.013], [3.892, -1.934, 1.332], [4.509, -3.136, 1.693], [4.721, -4.117, 0.761], [4.333, -3.921, -0.584], [3.633, -2.837, -0.940], [3.815, -1.090, 2.049], [4.861, -3.275, 2.695], [5.400, -4.998, 0.932], [4.606, -4.701, -1.319], [3.308, -2.708, -1.944], [-4.271, -1.673, 2.020], [-4.693, -0.778, 2.643], [-5.196, 0.241, 3.407], [-6.450, 0.813, 3.158], [-7.508, 1.208, 2.953], [-4.547, 0.613, 4.583], [-3.966, 0.948, 5.539]],
  "lowdin_charge": [0.393, 0.161, -0.141, -0.017, -0.127, -0.109, -0.007, -0.195, 0.020, -0.190, -0.293, -0.289, 0.972, -0.500, -0.093, 0.168, 0.107, 0.106, 0.115, 0.126, 0.045, 0.105, -0.422, 0.807, -0.518, -0.277, -0.265, -0.436, 0.790, -0.309, -0.090, -0.047, -0.093, -0.055, -0.068, -0.375, -0.100, -0.061, -0.059, -0.048, -0.114, 1.109, -0.354, -0.144, -0.059, -0.083, -0.090, -0.059, -0.437, -0.212, -0.152, -0.196, -0.183, -0.187, 0.038, 0.062, 0.018, 0.089, 0.077, 0.088, 0.083, 0.087, 0.114, 0.090, 0.136, 0.105, 0.121, 0.100, 0.100, 0.106, 0.138, 0.102, 0.079, 0.073, 0.102, 0.101, 0.112, 0.066, 0.102, 0.102, 0.057, 0.108, 0.098, 0.869, -0.515, -0.116, -0.084, -0.080, -0.089, -0.112, 0.107, 0.102, 0.125, 0.123, 0.102, 0.062, -0.148, -0.299, -0.256, 0.125, -0.253, 0.114],
  "homo_lumo_gap_ev": [3.284, 6.121],
  "charge": 0,
  "fmax_ev_per_a": 4.266,
  "multiplicity": 3,
  "e_lumo_ev": [-0.82, -0.81],
  "e_above_lowest_kj_mol": 520.5
}

{
  "formula": "C19H24N2O5S",
  "method": "ωB97M-V/def2-TZVPD",
  "elements": ["C", "H", "O", "C", "C", "C", "C", "C", "C", "H", "S", "O", "O", "N", "C", "H", "C", "N", "C", "C", "C", "C", "C", "C", "O", "C", "H", "H", "H", "H", "H", "H", "H", "C", "C", "H", "H", "H", "H", "H", "H", "H", "O", "C", "H", "H", "H", "H", "H", "H", "H"],
  "coordinates": [[5.653, -2.467, 1.963], [4.988, -3.334, 1.900], [4.930, -1.259, 2.002], [4.156, -0.931, 0.934], [3.980, -1.713, -0.201], [3.159, -1.286, -1.235], [2.494, -0.067, -1.164], [2.687, 0.717, -0.026], [3.495, 0.298, 1.003], [3.628, 0.940, 1.857], [1.912, 2.340, 0.122], [2.419, 2.920, 1.332], [2.065, 3.074, -1.097], [0.293, 2.096, 0.369], [-0.074, 1.359, 1.549], [0.635, 1.624, 2.332], [-1.505, 1.752, 1.950], [-2.423, 1.532, 0.855], [-3.248, 0.415, 0.847], [-3.995, 0.146, 1.997], [-4.872, -0.918, 2.077], [-5.047, -1.744, 0.985], [-4.330, -1.499, -0.174], [-3.430, -0.447, -0.259], [-2.670, -0.212, -1.384], [-2.883, -0.998, -2.527], [-3.916, -0.927, -2.883], [-2.214, -0.592, -3.286], [-2.632, -2.050, -2.351], [-4.469, -2.159, -1.016], [-5.734, -2.574, 1.023], [-5.428, -1.087, 2.987], [-3.896, 0.810, 2.841], [-2.005, 2.236, -0.334], [-0.581, 1.851, -0.752], [-0.223, 2.462, -1.579], [-0.565, 0.794, -1.043], [-2.704, 2.045, -1.144], [-2.017, 3.307, -0.097], [-1.805, 1.171, 2.821], [-1.511, 2.818, 2.206], [-0.030, 0.272, 1.366], [1.652, 0.422, -2.107], [1.527, -0.269, -3.327], [1.069, -1.255, -3.186], [0.875, 0.348, -3.943], [2.494, -0.383, -3.826], [3.051, -1.922, -2.099], [4.477, -2.664, -0.304], [6.206, -2.507, 2.900], [6.359, -2.486, 1.126]],
  "lowdin_charge": [-0.088, 0.095, -0.078, -0.266, -0.006, -0.003, -0.263, -0.170, 0.032, 0.125, 0.686, -0.287, -0.263, -0.232, -0.167, 0.120, -0.130, -0.091, -0.153, -0.027, -0.100, -0.100, -0.033, -0.189, -0.131, -0.083, 0.099, 0.091, 0.096, 0.099, 0.099, 0.100, 0.110, -0.124, -0.169, 0.123, 0.113, 0.126, 0.132, 0.116, 0.133, 0.137, -0.113, -0.066, 0.096, 0.097, 0.100, 0.108, 0.106, 0.094, 0.096],
  "homo_lumo_gap_ev": 8.005,
  "charge": 0,
  "fmax_ev_per_a": 1.012,
  "multiplicity": 1,
  "e_lumo_ev": 0.48,
  "e_above_lowest_kj_mol": 414.8
}